Computed, not measured: a 2-piece molecular cluster, C5H14 overall at a distorted geometry, with wB97M-V/def2-TZVPD.

XYZ file:
```
19
Properties=species:S:1:pos:R:3
C -1.759 -0.386 -1.795
C -0.965 -1.200 -0.776
C 2.389 0.536 0.601
C -1.314 -0.885 0.683
C 1.395 1.568 1.125
H -1.833 0.068 0.751
H -0.422 -0.895 1.301
H 0.098 -0.980 -0.924
H 2.503 -0.346 1.227
H 3.362 1.007 0.460
H -1.952 -1.645 1.132
H 1.547 2.520 0.617
H 1.473 1.754 2.192
H -2.714 -0.027 -1.376
H -1.249 0.537 -2.075
H -2.059 -0.906 -2.703
H -0.994 -2.268 -0.991
H 0.344 1.293 0.983
H 2.149 0.256 -0.431
```

The structure (SMILES) is CCC.CC. For the HOMO-LUMO gap, the calculation gives 12.23 eV. As for the energy above the lowest of the compared OMol25 structures with the same formula, charge and spin: 0.3114 eV. As for the total energy: -5411.73827 eV.

Mulliken atomic charge list, values in e, 5 entries: -1.19 0.18 -0.84 -1.25 -0.69


Computed, not measured: a 3-piece molecular cluster, C21H51BN4O8P overall, with wB97M-V/def2-TZVPD.

XYZ file:
```
86
Properties=species:S:1:pos:R:3
P -0.096 1.276 1.673
O 2.978 -1.545 -4.949
O 1.101 2.310 1.840
O -0.054 0.126 2.592
O -0.891 1.362 6.963
O 3.008 -1.528 1.895
O -1.899 -1.926 -2.631
O -1.368 2.216 1.792
O 1.096 -2.395 -6.132
N 0.794 -1.768 -3.799
N -0.958 3.998 -3.329
N -0.403 -0.082 -4.784
N -0.928 -0.899 -2.531
C -1.491 0.532 -0.631
C 1.359 -4.764 -0.821
C -1.491 -3.191 -2.062
C -0.184 -0.913 -3.712
C 0.482 4.195 -3.285
C -1.554 0.383 -2.152
C 2.657 -1.700 3.278
C 1.689 -2.157 -7.425
C -0.873 1.486 -2.953
C -2.810 3.616 3.087
C 2.398 1.775 2.233
C 2.627 2.027 3.705
C -1.067 1.195 -4.432
C -0.602 -3.149 -0.837
C -0.097 0.819 -0.075
C -2.226 1.595 7.401
C 3.270 -2.957 3.860
C -1.446 2.868 -2.573
C -0.123 -4.580 -0.498
C -3.234 0.807 6.587
C -1.870 2.434 3.141
B 1.675 -1.887 -5.042
H 1.814 1.576 4.279
H 0.935 -2.389 -3.010
H 1.965 -4.020 -0.300
H 1.053 3.545 -3.967
H -2.221 1.271 -0.298
H 4.356 -2.937 3.764
H -2.138 1.128 -4.653
H -2.456 2.665 7.360
H -2.442 -3.661 -1.805
H -3.576 3.443 2.329
H -0.687 -5.295 -1.104
H 3.014 -3.057 4.916
H 3.234 -1.059 -4.153
H 3.034 -0.816 3.790
H -2.248 1.291 8.447
H 2.671 -2.299 1.430
H -3.007 -0.258 6.633
H 1.727 -5.752 -0.546
H 0.839 3.992 -2.272
H 0.993 -2.540 -8.165
H 2.904 -3.845 3.338
H -3.286 3.772 4.056
H 2.642 -2.679 -7.506
H -2.538 2.840 -2.650
H -0.645 1.982 -5.056
H 2.616 3.100 3.904
H 1.570 -1.705 3.380
H -2.615 0.370 -2.430
H -0.883 -0.588 -5.524
H 3.135 2.297 1.621
H 0.276 -2.518 -1.008
H -2.264 4.514 2.794
H -0.828 1.613 6.036
H -4.253 0.962 6.945
H -1.310 4.002 -4.276
H 0.538 -0.070 -0.136
H 3.576 1.602 4.035
H -1.140 -2.719 0.010
H 0.729 5.226 -3.540
H 1.537 -4.620 -1.894
H -1.039 -3.802 -2.856
H 0.413 1.630 -0.604
H 0.203 1.485 -2.726
H -1.824 -0.427 -0.224
H -0.308 -4.778 0.557
H -2.376 1.521 3.452
H -1.217 3.050 -1.518
H 1.840 -1.088 -7.573
H 2.436 0.711 1.991
H -3.194 1.109 5.538
H -1.019 2.644 3.794
```

Its net charge is +1. For the HOMO-LUMO gap, the calculation gives 7.98 eV. As for the total energy: -54907.48286 eV.

Mulliken atomic charge list, values in e, 5 entries: 1.13 -0.51 -0.46 -0.81 -0.49


Computed, not measured: C9H14EuN2P as an isolated structure at a distorted geometry, with wB97M-V/def2-TZVPD.

XYZ file:
```
27
Properties=species:S:1:pos:R:3
Eu 0.338 1.404 2.386
P 2.541 -0.470 1.947
N 0.402 2.519 0.272
N 2.167 2.875 -0.994
C 1.738 2.564 0.246
C 1.046 3.060 -1.797
C -2.025 -0.292 -2.423
C -0.559 -0.561 -0.652
C 3.562 2.999 -1.393
C -2.035 0.057 -0.133
C -0.722 -0.705 -2.022
C -0.044 2.840 -1.003
C -2.791 0.130 -1.300
H 3.609 3.168 -2.474
H 4.113 2.082 -1.144
H 2.420 2.420 1.094
H -3.825 0.475 -1.350
H 0.043 -1.082 -2.703
H 2.339 -1.824 2.378
H -2.303 0.265 0.908
H -2.389 -0.310 -3.449
H 3.188 -0.808 0.713
H 3.752 -0.268 2.692
H 4.039 3.843 -0.874
H 1.111 3.325 -2.841
H 0.280 -0.833 -0.006
H -1.098 2.857 -1.225
```

Its net charge is -1. For the HOMO-LUMO gap (alpha / beta), the calculation gives 3.53 / 3.31 eV. The spin multiplicity is 8. As for the energy above the lowest of the compared OMol25 structures with the same formula, charge and spin: 2.4055 eV. As for the total energy: -41152.47076 eV. The expectation value of S² is 15.7649.

Mulliken atomic charge list, values in e, 5 entries: -0.13 -0.17 -0.18 0.31 -0.43